Molecular formula: C18H36Cl18
Method: DFT, ωB97M-V with the def2-TZVPD basis set

Properties
energy relative to the best compared isomer or geometry (same formula, charge and spin)	3.3177	eV
E_LUMO	0.082	eV
SMILES	ClCCCl.ClCCCl.ClCCCl.ClCCCl.ClCCCl.ClCCCl.ClCCCl.ClCCCl.ClCCCl
HOMO energy	-0.3915	hartree

CARTESIAN COORDINATES (ANGSTROEM)
Cl 4.862 -12.597 9.888
C 4.737 -11.874 11.489
C 5.932 -10.978 11.745
Cl 7.429 -12.032 11.768
H 4.719 -12.573 12.326
H 3.793 -11.331 11.517
H 5.924 -10.462 12.706
H 5.949 -10.125 11.068
Cl -4.422 -26.580 15.899
C -3.385 -26.093 14.471
C -4.227 -25.479 13.324
Cl -5.170 -24.033 13.795
H -2.919 -27.019 14.135
H -2.534 -25.479 14.766
H -4.945 -26.240 13.019
H -3.696 -25.096 12.453
Cl -3.750 -11.010 7.755
C -1.975 -11.333 7.753
C -1.510 -12.125 6.563
Cl -2.508 -13.533 6.186
H -1.686 -11.793 8.698
H -1.453 -10.376 7.777
H -0.436 -12.308 6.582
H -1.485 -11.565 5.628
Cl -4.142 -23.162 6.113
C -5.510 -22.272 6.907
C -6.848 -22.741 6.414
Cl -7.272 -24.399 6.936
H -5.307 -21.241 6.619
H -5.431 -22.415 7.985
H -6.983 -22.742 5.333
H -7.520 -22.080 6.962
Cl 0.585 -17.044 11.139
C 0.065 -17.639 9.540
C 0.933 -18.837 9.122
Cl 0.085 -20.347 9.682
H 0.438 -16.919 8.811
H -0.992 -17.892 9.452
H 1.883 -18.807 9.655
H 1.094 -18.957 8.050
Cl 6.407 -19.203 14.674
C 8.161 -19.330 14.867
C 8.740 -19.905 16.178
Cl 8.652 -21.661 16.172
H 8.547 -18.340 14.623
H 8.504 -19.861 13.980
H 8.265 -19.395 17.016
H 9.757 -19.512 16.169
Cl 8.905 -22.984 6.712
C 9.405 -21.385 5.980
C 8.260 -20.431 5.732
Cl 7.768 -19.593 7.342
H 9.944 -21.672 5.077
H 10.245 -20.852 6.425
H 7.377 -20.997 5.436
H 8.569 -19.647 5.040
Cl -6.481 -15.711 17.463
C -5.740 -16.393 15.975
C -4.744 -15.393 15.446
Cl -5.577 -14.065 14.614
H -6.578 -16.568 15.301
H -5.270 -17.362 16.141
H -4.098 -15.830 14.685
H -4.193 -14.975 16.289
Cl 2.849 -26.562 15.385
C 3.300 -25.252 14.170
C 3.266 -25.670 12.672
Cl 1.755 -26.521 12.195
H 4.208 -24.808 14.579
H 2.589 -24.441 14.325
H 4.065 -26.367 12.419
H 3.275 -24.879 11.923